No. 1
Molecular formula: C12H20FO8S
Method: DFT, ωB97M-V/def2-TZVPD

Geometry (Å):
H: 3.076750 -1.100213 4.285244
C: 2.798696 -0.988711 2.140326
F: -0.320350 2.990254 -0.852240
H: 2.690883 -0.531545 -3.469291
C: -3.082025 -0.399560 -1.347502
H: 2.798674 1.050714 -2.817783
H: -3.965364 -0.357355 -1.113569
H: 1.468601 -1.110480 0.516422
O: 0.427516 0.616105 4.613065
O: -2.941264 -0.586831 1.121161
C: -2.496680 0.212505 0.039160
H: 2.407929 0.381230 0.507025
H: 3.138306 -1.956773 1.803179
H: -1.452951 0.001104 -0.215095
H: 3.750308 -0.432220 1.950962
H: -0.848676 0.859238 -3.493472
H: 1.612065 -1.791146 3.545085
H: -2.979958 -1.401313 -1.356504
O: -0.189749 -0.921023 -4.026147
C: 2.244554 -0.940967 3.487068
O: 0.553431 -1.275977 -1.986449
C: -3.018635 1.667675 0.432462
H: -3.663357 2.343302 -0.396219
O: 2.402478 1.609367 3.457477
C: 0.006528 -1.796531 -3.034254
O: -4.205638 -0.419242 2.903417
C: 0.738926 0.346824 1.891040
H: 0.576796 1.303455 1.295872
H: 0.507575 1.188554 -3.974580
O: -0.320575 -2.997764 -3.251965
C: 0.921412 0.080511 -2.291166
C: 2.441005 0.071882 -2.506105
H: -2.132268 2.172285 0.785387
H: -2.464145 -0.038877 -2.088014
S: 1.384297 0.571560 3.507639
H: 0.122426 -0.272104 1.845478
C: -3.683593 0.064449 1.897615
H: 0.667338 0.456327 -1.301432
C: 1.849508 -0.294420 1.099840
C: -0.025430 0.372191 -3.502451
H: 3.005949 -0.088443 -1.673987
O: -3.801292 1.341963 1.573299

Cartesian forces, eV/Å:
-1.7 0.9 -1.1
3.0 1.2 -3.3
0.0 -0.7 0.1
-0.2 0.4 2.0
7.8 1.4 2.9
-0.4 0.5 0.0
-10.2 1.8 0.2
-0.5 0.0 -0.7
0.6 -0.2 -1.6
2.4 -2.1 -2.5
-0.3 -0.5 -3.6
0.4 0.7 -0.6
-0.6 -0.7 0.1
0.3 1.0 1.5
-0.5 -0.1 1.2
-6.3 2.5 1.8
-1.2 -0.5 0.6
1.3 -3.7 0.3
0.2 0.7 -0.9
2.3 -1.3 1.9
0.0 -1.3 0.4
0.2 -0.2 -1.9
1.9 -2.2 2.3
-0.6 -0.4 -0.2
-1.7 -5.7 -2.6
0.6 0.8 -1.7
9.3 10.5 -1.6
-0.7 -0.7 1.4
1.1 -0.7 -1.8
1.3 3.8 1.5
-0.5 0.0 1.9
-1.6 1.0 -5.0
0.0 0.9 -0.4
0.0 1.6 -2.1
-0.1 1.6 2.4
-10.7 -8.9 0.0
-3.0 0.4 5.1
0.0 1.7 -0.6
1.0 -1.9 1.4
6.9 -1.1 1.2
1.2 -1.4 2.3
-0.9 0.9 -0.1

Results
HOMO, eV: -5.20
Multiplicity: 1
Relative energy (zero: lowest compared OMol25 entry of this formula, charge and spin), eV: 2.6390
DFT total energy, eV: -42696.3707
Frontier orbital gap, eV: 7.77
Total charge: -1

=====

No. 2
Molecular formula: C12H20N2O2Pt
Method: DFT, ωB97M-V/def2-TZVPD

Geometry (Å):
N: 1.347182 -1.245992 -0.760442
C: 4.078120 0.349177 1.296117
H: -0.374717 1.386116 -1.648553
H: 4.731652 -1.369644 -0.788672
H: -2.056020 -1.189335 -2.590745
H: -3.304098 1.228854 -1.288493
H: -0.422904 2.208555 0.785209
C: -1.225704 1.229597 -0.999343
N: 1.636362 0.151229 1.288240
H: 3.802599 -1.443188 -2.266056
H: -1.253142 -2.237361 -0.592693
C: -2.425430 0.776380 -1.742606
H: 4.578009 -0.542603 1.714228
C: 2.676981 -0.965241 -0.429596
H: -3.107021 2.385905 0.765506
C: -3.255149 0.225372 1.099211
H: 0.351618 0.752187 -0.212257
C: -2.501529 1.559782 1.141155
C: -2.222961 -0.893047 0.821708
H: -3.752429 0.050874 2.085207
O: 1.827998 1.142227 2.238680
C: -1.797354 -1.289996 -0.447026
H: -4.041504 0.241729 0.323505
H: -3.592922 -1.101420 -1.756686
H: 3.913654 1.066159 2.105015
H: 4.756835 0.796553 0.560433
C: -1.222537 1.601410 0.367256
H: 0.953810 1.419724 2.533519
O: 1.017532 -1.747585 -1.873180
C: 2.794875 -0.114623 0.679084
C: 3.759742 -1.644165 -1.190480
H: 3.694218 -2.734833 -1.110206
H: -2.369305 1.099354 -2.798633
C: -2.535115 -0.753510 -1.707976
Pt: -0.088303 -0.661243 0.541255
H: -2.312755 1.825045 2.178188
H: -2.060290 -1.562440 1.680129

Cartesian forces, eV/Å:
1.6 -0.9 -0.4
0.6 -0.4 0.0
0.4 0.3 0.1
0.1 0.1 0.1
0.1 0.2 0.1
-0.1 0.1 -0.1
0.1 -0.2 -0.2
-0.2 2.9 1.7
0.1 -0.5 1.2
-0.4 0.2 0.1
-1.1 -0.2 0.0
-0.3 -0.2 -0.4
0.0 0.4 -0.1
-0.6 0.8 0.3
-0.3 0.0 -0.1
0.5 -0.6 0.1
-0.1 -2.6 0.9
-0.2 0.6 0.4
-1.0 -1.1 1.6
0.4 0.0 -0.9
-0.6 1.1 0.6
-1.8 -1.6 -1.0
0.3 -0.2 0.4
0.7 0.2 0.4
0.1 -0.3 -0.4
-0.2 -0.1 0.1
-1.0 0.6 -3.2
-0.1 -0.3 0.0
0.1 -0.1 -0.4
0.6 -1.3 -1.4
0.5 -0.3 0.0
-0.2 0.1 0.1
0.0 0.1 0.6
0.8 -0.7 0.5
1.4 3.9 -0.6
0.2 -0.1 0.2
-0.4 -0.1 -0.4

Results
HOMO (alpha / beta), eV: -5.62 / -6.83
Multiplicity: 3
Relative energy (zero: lowest compared OMol25 entry of this formula, charge and spin), eV: 0.6584
DFT total energy, eV: -23080.2939
Frontier orbital gap (alpha / beta), eV: 6.02 / 5.61